No. 1
Formula: C3H6O4
Source: OMol25
Level of theory: the ωB97M-V functional and the def2-TZVPD basis

The geometry in XYZ format:
```
13
Properties=species:S:1:pos:R:3:nbo_charge:R:1
O 0.39 1.60 0.13 -0.64
C 0.20 -0.71 0.60 0.01
O 0.87 -1.90 0.65 -0.67
C 0.90 0.50 0.21 0.73
H -1.31 1.20 0.62 0.52
O 2.21 0.31 -0.06 -0.70
O -1.87 0.44 0.90 -0.65
H -1.66 0.32 -2.68 0.00
H 2.62 1.14 -0.31 0.51
C -1.12 -0.66 0.92 0.21
H -1.64 -1.56 1.21 0.19
H -1.39 1.05 -2.61 0.00
H 1.79 -1.73 0.40 0.49
```

The total energy is -418.839515 Eh. For the HOMO energy, the calculation gives -0.317 Eh. As for the total charge: 0.


No. 2
Formula: C4H3ClFNS
Source: OMol25
Level of theory: the ωB97M-V functional and the def2-TZVPD basis

The geometry in XYZ format:
```
11
Properties=species:S:1:pos:R:3:nbo_charge:R:1
C 0.44 -0.55 -0.47 -0.23
H 2.44 -0.89 -1.48 0.14
Cl 1.79 1.94 -0.70 0.05
F -2.54 0.18 1.39 -0.30
H -0.81 2.14 0.53 0.41
C 0.63 0.75 -0.30 0.05
S 1.42 -1.79 -1.25 0.04
C -1.30 0.02 0.82 0.57
H -1.00 -1.97 0.45 0.23
C -0.61 -1.01 0.41 -0.38
N -0.46 1.17 0.61 -0.59
```

The total energy is -1167.172428 Eh. As for the SMILES: Fc1cc(S)c(Cl)[nH]1. For the HOMO energy, the calculation gives -0.312 Eh. As for the total charge: 0.


No. 3
Formula: C3H3FOS
Source: OMol25
Level of theory: the ωB97M-V functional and the def2-TZVPD basis

The geometry in XYZ format:
```
9
Properties=species:S:1:pos:R:3:nbo_charge:R:1
H -0.06 1.44 -0.45 0.26
H 2.38 1.49 -0.64 0.19
S -0.43 -0.92 -0.08 0.28
H -2.89 -0.76 -0.36 0.15
C 1.77 0.70 -0.21 0.24
F 2.59 -0.24 0.33 -0.34
C 0.49 0.54 -0.20 -0.49
C -2.03 -0.14 -0.02 0.24
O -2.16 1.00 0.30 -0.52
```

The total energy is -689.357410 Eh. As for the SMILES: O=CS/C=C\F. For the HOMO energy, the calculation gives -0.337 Eh. As for the total charge: 0.


No. 4
Formula: C18H51N3O6
Source: OMol25
Level of theory: the ωB97M-V functional and the def2-TZVPD basis

The geometry in XYZ format:
```
78
Properties=species:S:1:pos:R:3:lowdin_charge:R:1
C -4.81 0.48 -0.64 -0.46
N 6.01 3.58 0.75 0.05
H 6.06 3.67 -0.24 0.07
C -4.20 0.70 -1.98 -0.19
H -3.71 -1.66 -4.37 0.11
H 3.63 4.52 1.43 0.08
H -0.04 -1.60 3.17 0.10
H -0.05 -2.48 -4.76 0.07
H 5.14 -1.04 0.60 0.07
O -1.72 1.66 0.35 -0.12
C -0.27 0.51 3.87 -0.41
H -0.21 0.27 4.94 0.12
O -1.18 -1.02 -0.73 -0.10
H 5.86 -0.52 -0.85 0.08
H 0.02 -2.46 -1.65 0.09
H -6.17 -1.12 -1.19 0.07
H 0.95 2.76 -1.47 0.07
H 0.95 -5.14 -3.67 0.12
C 5.97 -0.47 0.23 -0.16
O -0.93 -4.32 -3.23 -0.12
H -2.41 -3.09 0.02 0.07
H -6.86 -0.01 0.16 0.09
C 0.15 -4.53 -4.14 -0.30
C 3.64 3.56 0.97 -0.06
O -4.05 -0.63 -2.56 -0.22
H -1.30 -0.71 2.32 0.06
H -4.25 0.05 -4.54 0.06
H 3.26 -1.11 4.94 0.08
C -0.27 1.89 0.19 -0.27
O 2.07 -0.22 3.46 -0.17
H -1.68 -4.37 -0.75 0.06
C -0.09 2.57 -1.16 -0.07
C 4.90 2.83 1.29 -0.44
H 1.36 -2.78 -3.74 0.07
C 0.71 -3.18 -4.50 -0.10
C -3.64 -0.58 -3.95 -0.10
H 4.03 0.68 1.27 0.13
C 2.53 -0.34 4.78 -0.11
H 0.16 2.50 1.02 0.10
H -2.53 -0.30 -4.06 0.10
H -3.21 1.16 -1.93 0.11
C 4.77 1.35 0.76 -0.21
C 1.14 0.81 3.34 -0.23
C -6.21 -0.14 -0.74 -0.03
H -1.98 -0.63 -1.10 0.05
C -1.43 -3.38 -0.36 -0.09
H -1.19 2.04 2.89 0.03
H 1.74 -0.72 5.49 0.10
H 1.42 -3.35 -5.30 0.07
H -3.82 2.03 0.28 0.05
H -0.25 -5.04 -5.03 0.11
H -0.79 -3.51 0.56 0.09
H -1.66 -1.18 3.96 0.08
H -6.69 0.45 -1.50 0.07
O 6.01 0.74 0.84 -0.18
N -1.15 1.72 3.82 0.07
H 1.51 1.70 3.86 0.13
H -4.79 1.32 -2.63 0.12
H 6.80 3.00 1.00 0.07
H 2.89 0.61 5.11 0.08
H -0.52 3.56 -1.13 0.07
H 0.27 0.93 0.24 0.10
H -1.87 0.74 0.57 0.04
H -0.64 1.98 -1.86 0.06
H 5.13 2.73 2.34 0.13
H -1.98 1.50 4.32 0.06
H 1.11 1.10 2.34 0.07
N -4.77 1.73 0.09 0.05
H -1.76 -4.75 -3.56 0.11
H 3.58 3.61 -0.10 0.07
H -1.67 -2.33 -2.20 0.11
H 4.56 1.45 -0.35 0.14
H -5.28 1.63 0.94 0.06
C -0.83 -0.79 3.33 -0.07
C -0.98 -2.33 -1.32 -0.29
H 6.91 -1.06 0.38 0.11
H -4.16 -0.22 -0.12 0.12
H 2.78 3.01 1.22 0.04
```

The total energy is -1331.954431 Eh. As for the SMILES: COC[C@H](C)N.COC[C@H](C)N.COC[C@H](C)N.CCO.CCO.CCO. For the HOMO energy, the calculation gives -0.329 Eh. As for the total charge: 0.


No. 5
Formula: C2H6N2O2
Source: OMol25
Level of theory: the ωB97M-V functional and the def2-TZVPD basis

The geometry in XYZ format:
```
12
Properties=species:S:1:pos:R:3:nbo_charge:R:1
H -1.33 1.05 -0.78 0.37
O 0.90 1.52 -0.09 -0.57
C 0.60 -0.79 0.05 0.64
H 2.39 0.30 -0.44 0.37
H 1.37 2.15 0.47 0.47
H -1.01 -1.66 0.45 0.22
C -0.84 -0.51 0.43 -0.39
O 1.10 -1.82 -0.29 -0.57
N -1.98 0.30 -0.27 -0.76
N 1.50 0.32 0.01 -0.36
H -1.92 -0.47 -1.07 0.35
H -0.77 -0.38 1.54 0.22
```

The total energy is -339.679495 Eh. As for the SMILES: NCC(=O)NO. For the HOMO energy, the calculation gives -0.350 Eh. As for the total charge: 0.


No. 6
Formula: C7H5N
Source: OMol25
Level of theory: the ωB97M-V functional and the def2-TZVPD basis

The geometry in XYZ format:
```
13
Properties=species:S:1:pos:R:3:nbo_charge:R:1
C -1.29 -1.46 0.21 -0.24
C 0.24 0.26 -0.49 -0.12
N -1.04 0.52 1.50 -0.42
C -0.27 -1.10 -0.61 -0.17
C 2.63 1.49 -1.39 -0.26
H 0.19 -1.65 -1.54 0.24
H 0.14 1.94 1.00 0.22
C 1.51 0.75 -1.24 -0.05
H -1.80 -2.31 0.12 0.21
H 3.77 1.90 -1.65 0.29
C 0.02 0.96 0.69 0.03
H -2.43 -0.75 2.07 0.19
C -1.67 -0.55 1.34 0.07
```

The total energy is -324.315408 Eh. As for the SMILES: C#Cc1cccnc1. For the HOMO energy, the calculation gives -0.335 Eh. As for the total charge: 0.


Per-record gap between HOMO and LUMO, eV: 9.14 9.14 9.83 9.49 10.09 9.40